#i
The following is a DFT calculation (ωB97M-V/def2-TZVPD) of C6H4O as an isolated structure.

Values from the calculation:
LUMO (Ha): -0.0047
Kohn-Sham gap (Eh): 0.327

Geometry as ORCA input:
```
! RIJCOSX wB97M-V def2-TZVPD def2/J DEFGRID3
* xyz 0 1
C -2.395 1.301 -2.056
C -1.608 0.982 -1.127
C -0.615 0.485 -0.337
C -0.147 -0.880 -0.194
C 0.868 -0.855 0.866
C 1.094 0.444 1.099
O 0.288 1.256 0.345
H 0.124 -0.235 -1.280
H -0.717 -1.770 -0.446
H 1.306 -1.693 1.400
H 1.802 0.964 1.730
*
```

#ii
The following is a DFT calculation (ωB97M-V/def2-TZVPD) of one molecule with the formula C6H4O.

Values from the calculation:
LUMO (Ha): -0.0484
Kohn-Sham gap (Eh): 0.310

Geometry as ORCA input:
```
! RIJCOSX wB97M-V def2-TZVPD def2/J DEFGRID3
* xyz 0 1
C -1.830 0.639 -0.101
C -0.639 -1.715 -1.555
C 0.062 -1.005 -0.777
C 0.453 -0.082 0.123
O -0.462 0.770 0.555
C 1.827 -0.050 0.585
C 3.002 -0.192 0.834
H -1.789 1.242 -1.013
H -2.440 1.052 0.687
H -2.230 -0.352 -0.404
H 4.047 -0.308 1.066
*
```

#iii
The following is a DFT calculation (ωB97M-V/def2-TZVPD) of one molecule with the formula C6H4O.

Values from the calculation:
LUMO (Ha): 0.0073
Kohn-Sham gap (Eh): 0.380
SMILES string: C#CC(=O)C#CC

Geometry as ORCA input:
```
! RIJCOSX wB97M-V def2-TZVPD def2/J DEFGRID3
* xyz 0 1
C 1.962 1.000 0.152
C 1.114 0.086 -0.582
C 0.324 -0.755 -0.964
C -0.671 -1.401 -0.109
O -0.402 -2.299 0.655
C -1.950 -0.709 -0.106
C -2.974 -0.078 -0.077
H 2.591 1.606 -0.497
H 2.585 0.420 0.840
H 1.309 1.660 0.737
H -3.888 0.470 -0.050
*
```

#iv
The following is a DFT calculation (ωB97M-V/def2-TZVPD) of one molecule with the formula C6H4O.

Values from the calculation:
LUMO (Ha): 0.0133
Kohn-Sham gap (Eh): 0.355

Geometry as ORCA input:
```
! RIJCOSX wB97M-V def2-TZVPD def2/J DEFGRID3
* xyz 0 1
C 0.210 -1.020 -0.301
C -1.471 -1.333 -0.253
C -1.020 -0.553 -1.190
C 0.170 0.230 -1.185
C 0.542 0.367 0.258
C -0.371 0.921 1.325
O -1.506 1.261 1.153
H 0.883 -1.835 -0.538
H 0.861 0.372 -2.009
H 1.594 0.617 0.416
H 0.108 0.973 2.325
*
```

Relative energies with respect to the most stable structure, expressed in kcal/mol: #i 41.0; #ii 53.6; #iii 0.0; #iv 47.4.

#i
The following is a DFT calculation (ωB97M-V/def2-TZVPD) of one molecule with the formula C6H15N3.

Values from the calculation:
LUMO (Ha): 0.0332
Kohn-Sham gap (Eh): 0.304
SMILES string: C/C=C(/C)NC(C)(N)N

Geometry as ORCA input:
```
! RIJCOSX wB97M-V def2-TZVPD def2/J DEFGRID3
* xyz 0 1
C 0.817 -0.158 -1.410
C 1.541 1.105 -1.829
C -1.472 -1.606 0.462
C -0.426 1.500 2.585
N -0.447 0.487 -0.268
C -0.883 -0.260 0.815
N 1.693 -1.125 -0.911
N -0.045 -0.635 -2.404
C -0.931 0.180 2.087
H -0.221 1.428 0.028
H 2.205 -0.843 -0.087
H 1.312 -2.057 -0.840
H -0.460 -1.531 -2.179
H -0.819 0.056 -2.398
H -1.307 -0.492 2.848
H 2.181 0.876 -2.681
H 0.823 1.869 -2.113
H 2.153 1.478 -1.011
H -0.703 -2.289 0.095
H -1.937 -2.070 1.330
H -2.223 -1.499 -0.323
H -0.376 2.283 1.822
H -1.062 1.895 3.382
H 0.586 1.410 2.997
*
```

#ii
The following is a DFT calculation (ωB97M-V/def2-TZVPD) of a 2-piece molecular cluster, C6H15N3 overall.

Values from the calculation:
LUMO (Ha): 0.0320
Kohn-Sham gap (Eh): 0.269
SMILES string: [H]/N=C(/C)N.C/C=C(/C)N

Geometry as ORCA input:
```
! RIJCOSX wB97M-V def2-TZVPD def2/J DEFGRID3
* xyz 0 1
C 0.014 2.184 -0.952
C 0.665 1.205 0.003
N 2.040 1.108 -0.188
N 0.185 1.219 1.274
H 2.541 0.515 0.457
H 2.390 1.147 -1.135
H 0.863 0.795 1.908
H -1.070 2.120 -0.884
H 0.326 2.001 -1.983
H 0.316 3.195 -0.664
C -2.239 -0.286 0.777
C 0.877 -1.649 -1.099
C -0.834 -0.781 0.583
N -0.392 -1.664 1.512
C -0.210 -0.690 -0.696
H 0.484 -2.138 1.350
H -0.820 -1.652 2.426
H -0.896 -0.441 -1.502
H -2.935 -1.071 0.458
H -2.429 -0.050 1.824
H -2.421 0.611 0.192
H 1.323 -1.321 -2.042
H 1.697 -1.681 -0.371
H 0.525 -2.677 -1.245
*
```

#iii
The following is a DFT calculation (ωB97M-V/def2-TZVPD) of C6H15N3 as an isolated structure.

Values from the calculation:
LUMO (spin up / spin down) (Ha): 0.0000 / 0.0000
Kohn-Sham gap (spin up / spin down) (Eh): 0.275 / 0.275

Geometry as ORCA input:
```
! RIJCOSX wB97M-V def2-TZVPD def2/J DEFGRID3
* xyz 0 1
C 2.735 -0.498 0.187
C 1.451 1.449 0.500
N 1.370 -0.003 0.342
H 0.537 -0.362 1.313
H 3.422 -0.202 0.989
H 3.169 -0.059 -0.721
H 2.763 -1.578 0.048
H 0.488 1.777 0.879
H 1.661 1.951 -0.451
H 2.174 1.765 1.262
C -1.317 0.807 -1.600
C -2.006 -0.380 0.945
C -1.313 -0.574 -0.996
N -3.126 -0.868 0.655
C -0.105 -1.267 -0.853
N -1.061 -0.256 1.777
H -2.495 -1.030 -0.961
H -3.897 -0.998 1.294
H -1.104 0.359 2.571
H -2.210 1.355 -1.299
H -1.286 0.738 -2.690
H -0.443 1.390 -1.306
H -0.202 -2.260 -0.427
H 0.795 -1.255 -1.457
*
```

Relative energies with respect to the most stable structure, expressed in kcal/mol: #i 0.0; #ii 29.7; #iii 132.7.

#i
The following is a DFT calculation (ωB97M-V/def2-TZVPD) of an isolated ion of composition C10H14N3O and charge +1.

Values from the calculation:
LUMO (Ha): -0.1163
Kohn-Sham gap (Eh): 0.338
SMILES string: C/C(=C/ON/C=[NH+]/N)c1ccccc1

Geometry as ORCA input:
```
! RIJCOSX wB97M-V def2-TZVPD def2/J DEFGRID3
* xyz 1 1
C 0.032 -2.738 -0.280
C -0.520 -2.110 -1.386
C -0.063 -2.147 0.970
C -1.142 -0.879 -1.244
C -0.698 -0.926 1.122
C -1.230 -0.273 0.013
C -1.226 2.209 -0.083
C -1.860 1.066 0.158
C 2.083 1.293 -0.089
C -3.287 1.056 0.611
N 0.890 1.326 -0.638
N 2.880 0.254 -0.150
N 4.079 0.129 0.533
O 0.089 2.435 -0.484
H 0.514 -3.697 -0.391
H -0.473 -2.581 -2.357
H 0.354 -2.646 1.832
H -1.591 -0.396 -2.100
H -0.782 -0.471 2.098
H -1.691 3.177 0.018
H -3.615 2.048 0.906
H -3.403 0.375 1.452
H -3.935 0.696 -0.187
H 0.419 0.511 -1.053
H 2.550 -0.626 -0.540
H 4.404 1.014 0.911
H 4.799 -0.302 -0.040
H 2.424 2.200 0.399
*
```

#ii
The following is a DFT calculation (ωB97M-V/def2-TZVPD) of an isolated ion of composition C10H14N3O and charge +1.

Values from the calculation:
LUMO (Ha): -0.1023
Kohn-Sham gap (Eh): 0.383
SMILES string: NC(=O)[N@@+]1(c2ccccc2)CCNC1

Geometry as ORCA input:
```
! RIJCOSX wB97M-V def2-TZVPD def2/J DEFGRID3
* xyz 1 1
C -3.393 -0.376 0.436
C -2.465 -1.304 -0.052
C -2.941 0.849 0.807
C -1.110 -0.970 -0.174
C -1.541 1.210 0.608
C -0.652 0.282 0.158
C 1.157 1.950 0.055
C 1.990 -1.552 -0.516
C 1.404 -0.199 -1.130
C 1.425 -0.270 1.240
N 1.699 -1.569 0.905
N 0.720 2.668 -0.988
N 0.802 0.486 0.062
O 1.581 2.528 1.039
H -4.458 -0.576 0.544
H -2.659 -2.323 -0.375
H -3.681 1.602 1.056
H -0.450 -1.784 -0.693
H -1.173 2.292 0.806
H 1.477 -2.400 -1.209
H 3.076 -1.602 -0.664
H 2.252 0.452 -1.299
H 0.704 -0.229 -1.996
H 0.773 -0.238 2.009
H 2.327 0.402 1.555
H 0.849 -2.158 1.240
H 0.515 2.425 -1.976
H 0.710 3.698 -0.873
*
```

Relative energies with respect to the most stable structure, expressed in kcal/mol: #i 34.4; #ii 0.0.

#i
The following is a DFT calculation (ωB97M-V/def2-TZVPD) of a 2-piece molecular cluster, C5H10O3 overall.

Values from the calculation:
LUMO (Ha): 0.0226
Kohn-Sham gap (Eh): 0.379
SMILES string: C=CCCC(=O)O.O

Geometry as ORCA input:
```
! RIJCOSX wB97M-V def2-TZVPD def2/J DEFGRID3
* xyz 0 1
O -0.693 0.554 2.192
C 0.167 0.803 1.401
O 1.239 1.579 1.809
C 0.455 0.387 -0.012
C -0.693 -0.137 -0.851
C -0.297 -0.086 -2.314
C -0.554 0.928 -3.134
H 1.004 2.166 2.536
H 0.947 1.227 -0.491
H 1.282 -0.318 0.132
H -0.797 -1.218 -0.726
H -1.641 0.266 -0.524
H 0.497 -0.798 -2.521
H -1.219 1.694 -2.763
H 0.017 1.071 -4.040
H 0.100 -3.892 -0.175
H 0.001 -3.488 1.318
O 0.105 -3.147 0.424
*
```

#ii
The following is a DFT calculation (ωB97M-V/def2-TZVPD) of a 2-piece molecular cluster, C5H10O3 overall.

Values from the calculation:
LUMO (Ha): 0.0233
Kohn-Sham gap (Eh): 0.339
SMILES string: C/C=C/O.CC(=O)O

Geometry as ORCA input:
```
! RIJCOSX wB97M-V def2-TZVPD def2/J DEFGRID3
* xyz 0 1
C 0.926 -0.964 0.288
C 1.517 -0.023 -0.511
C -1.428 0.433 -0.108
C 1.991 1.316 -0.012
C -2.038 -0.411 0.960
O -1.075 1.591 -0.062
O 0.437 -2.174 -0.077
O -1.497 -0.168 -1.332
H 0.963 -1.092 1.390
H 1.510 0.140 -1.618
H 2.531 1.045 0.857
H 1.305 2.053 0.328
H 2.724 1.706 -0.707
H -3.051 -0.312 0.976
H -1.404 -0.219 1.930
H -1.966 -1.414 0.774
H 0.152 -1.973 -1.001
H -1.598 0.469 -2.075
*
```

#iii
The following is a DFT calculation (ωB97M-V/def2-TZVPD) of one molecule with the formula C5H10O3.

Values from the calculation:
LUMO (Ha): 0.0264
Kohn-Sham gap (Eh): 0.354
SMILES string: CO/C(=C\CO)CO

Geometry as ORCA input:
```
! RIJCOSX wB97M-V def2-TZVPD def2/J DEFGRID3
* xyz 0 1
C -1.530 1.702 0.146
C -0.293 -0.274 -0.182
C -1.332 -1.292 0.338
C 1.029 -0.579 -0.045
C 2.257 0.303 0.067
H -0.696 2.119 0.913
H -1.940 2.643 -0.379
H -2.138 1.008 0.727
H -1.456 -1.017 1.409
H -0.826 -2.408 0.331
H -2.185 -0.750 -1.189
H 1.226 -1.728 -0.031
H 2.388 0.677 1.084
H 2.027 1.141 -0.576
H 3.366 -0.670 -1.212
O -0.774 0.859 -0.738
O -2.513 -1.283 -0.427
O 3.392 -0.451 -0.235
*
```

Relative energies with respect to the most stable structure, expressed in kcal/mol: #i 0.0; #ii 26.7; #iii 55.2.